A cluster of 4 separate species, H10NO3 in total, computed with ωB97M-V with the def2-TZVPD basis set.

Structure (ORCA input):
```
! wB97M-V def2-TZVPD RIJCOSX def2/J DEFGRID3
* xyz 1 1
N 0.510 0.373 0.368
H 0.066 -0.366 0.939
H 1.468 0.356 0.738
H 0.563 0.086 -0.633
H 0.036 1.277 0.462
H 0.073 -2.694 0.697
H 0.585 -2.786 2.101
O 0.733 -2.303 1.282
H -1.981 2.434 -0.107
H -1.771 3.106 1.225
O -1.487 2.332 0.698
H 1.050 -0.107 -2.890
H -0.437 -0.532 -2.823
O 0.374 -0.425 -2.302
*
```

Kohn-Sham gap: 12.7 eV
Energy relative to the best compared isomer or geometry (same formula, charge and spin): 0.292 eV
HOMO energy: -15.92 eV

***

The molecule C3H8FNO, computed with ωB97M-V with the def2-TZVPD basis set.

Structure (ORCA input):
```
! wB97M-V def2-TZVPD RIJCOSX def2/J DEFGRID3
* xyz 0 1
N 1.993 -0.631 -0.469
C 1.086 0.507 0.139
C -0.250 0.023 -0.201
F -0.251 -1.233 0.371
C -1.658 0.405 0.240
O -2.759 -0.420 -0.384
H 2.791 0.136 -0.548
H 2.386 -1.323 0.495
H 1.365 0.852 1.152
H 1.224 1.374 -0.308
H -0.276 -0.039 -1.292
H -1.405 0.220 1.432
H -1.692 1.477 -0.307
H -2.553 -1.349 -0.319
*
```

Kohn-Sham gap: 11.2 eV
Energy relative to the best compared isomer or geometry (same formula, charge and spin): 4.324 eV
HOMO energy: -10.42 eV
SMILES string: NC[C@@H](F)CO

***

A structure of composition C28H26FGe2NO5Pt, computed with ωB97M-V with the def2-TZVPD basis set.

Structure (ORCA input):
```
! wB97M-V def2-TZVPD RIJCOSX def2/J DEFGRID3
* xyz -1 2
Pt -0.730 -0.042 -0.311
O 2.786 -5.163 -1.540
C 2.019 -4.070 -1.292
C 1.324 -3.409 -2.295
C 0.590 -2.289 -1.957
N 0.513 -1.852 -0.709
C 1.168 -2.490 0.261
C 1.942 -3.602 0.015
C 1.027 -1.894 1.647
O 1.739 -2.296 2.549
O 0.115 -0.981 1.728
C -0.137 -1.455 -3.010
O -0.134 -1.885 -4.158
O -0.649 -0.371 -2.576
H 2.765 -5.349 -2.486
H 1.335 -3.724 -3.331
H 2.478 -4.082 0.821
C 1.072 4.797 2.969
Ge 0.959 3.758 1.300
C 2.826 3.723 0.644
C 0.023 4.898 0.000
Ge 0.278 1.365 1.608
C 1.288 0.984 3.261
C 0.644 0.777 4.479
C 1.364 0.411 5.608
C 2.742 0.247 5.539
C 3.398 0.460 4.336
C 2.673 0.819 3.208
C -1.569 1.572 2.350
C -2.175 2.826 2.421
C -3.457 2.988 2.935
C -4.165 1.886 3.389
C -3.579 0.627 3.328
C -2.300 0.473 2.811
H 1.670 5.686 2.759
H 1.564 4.209 3.745
H 0.091 5.105 3.332
H 3.126 4.713 0.293
H 2.929 3.016 -0.181
H 3.504 3.415 1.442
H 0.415 5.914 0.092
H -1.053 4.916 0.163
H 0.204 4.534 -1.010
H -0.430 0.895 4.545
H 0.844 0.234 6.542
H 3.297 -0.059 6.417
H 4.472 0.331 4.274
H 3.195 0.958 2.266
H -1.646 3.702 2.064
H -3.904 3.975 2.975
H -5.162 2.008 3.797
H -4.124 -0.240 3.683
H -1.853 -0.514 2.768
F -4.380 4.726 -1.629
C -3.602 3.637 -1.366
C -2.326 3.585 -1.882
C -1.529 2.487 -1.575
C -2.002 1.440 -0.781
C -3.313 1.521 -0.316
C -4.118 2.620 -0.594
H -1.965 4.388 -2.513
H -0.535 2.425 -2.001
H -3.728 0.716 0.281
H -5.127 2.690 -0.209
*
```

Kohn-Sham gap (alpha / beta): 6.9 / 6.9 eV
Energy relative to the best compared isomer or geometry (same formula, charge and spin): 2.079 eV
HOMO energy (alpha / beta): -4.83 / -5.33 eV
⟨S²⟩: 0.77

***

A structure of composition C39H39CrN4O2Te, computed with ωB97M-V with the def2-TZVPD basis set.

Structure (ORCA input):
```
! wB97M-V def2-TZVPD RIJCOSX def2/J DEFGRID3
* xyz 0 6
Cr -0.413 -2.067 0.913
C -2.680 -1.710 4.564
C -2.138 -1.945 3.180
N -0.696 -2.214 2.943
N 1.698 -1.501 3.224
C 2.134 -2.026 2.136
O 1.437 -2.496 1.118
C 3.622 -2.134 1.980
C 4.187 -2.224 0.711
C 5.566 -2.331 0.561
C 6.386 -2.362 1.683
C 5.824 -2.271 2.951
C 4.449 -2.152 3.099
C -2.932 -2.060 2.091
C -4.384 -1.991 2.132
C -5.111 -2.148 1.013
C -4.474 -2.417 -0.253
C -3.134 -2.471 -0.280
N -2.333 -2.274 0.828
H -1.975 -1.171 5.189
H -2.935 -2.642 5.088
H -3.580 -1.096 4.518
H 3.542 -2.197 -0.160
H 5.997 -2.396 -0.431
H 7.460 -2.454 1.569
H 6.461 -2.294 3.828
H 3.996 -2.065 4.081
H -4.868 -1.829 3.085
H -6.193 -2.086 1.064
H -5.046 -2.567 -1.158
H -2.613 -2.672 -1.205
C -4.075 3.627 -5.698
C -3.329 2.860 -4.633
C -3.568 3.085 -3.284
C -2.891 2.375 -2.294
C -3.217 2.623 -0.836
C -1.937 1.434 -2.684
Te -0.990 0.226 -1.032
N -0.015 -0.197 0.875
C -0.438 0.621 1.904
O -1.021 1.698 1.762
C -0.095 0.175 3.295
C 0.312 -1.255 3.600
C 0.365 -1.520 5.093
C 0.438 -0.531 6.004
C 0.269 0.821 5.605
C -0.039 1.126 4.268
C 0.943 0.782 -1.707
C 1.271 2.145 -1.740
C 0.312 3.243 -1.329
C 2.553 2.508 -2.152
C 3.513 1.569 -2.493
C 4.901 1.982 -2.912
C 3.170 0.225 -2.419
C 1.903 -0.195 -2.034
C 1.664 -1.687 -1.977
C -1.692 1.152 -4.035
C -0.736 0.089 -4.523
C -2.399 1.888 -4.985
H -4.759 4.353 -5.256
H -4.659 2.952 -6.328
H -3.383 4.166 -6.350
H -4.302 3.829 -2.987
H -3.899 3.466 -0.726
H -2.323 2.820 -0.243
H -3.699 1.746 -0.394
H -0.445 -3.138 3.291
H 0.491 -2.560 5.381
H 0.592 -0.773 7.049
H 0.348 1.616 6.337
H -0.254 2.147 3.972
H -0.177 3.007 -0.382
H -0.465 3.392 -2.083
H 0.848 4.184 -1.206
H 2.807 3.564 -2.189
H 4.961 3.059 -3.072
H 5.198 1.481 -3.837
H 5.633 1.714 -2.145
H 3.918 -0.526 -2.665
H 2.397 -2.216 -2.587
H 0.675 -1.956 -2.333
H 1.762 -2.053 -0.951
H -0.900 -0.857 -4.003
H 0.304 0.378 -4.363
H -0.879 -0.088 -5.591
H -2.218 1.683 -6.039
*
```

Kohn-Sham gap (alpha / beta): 6.3 / 5.4 eV
HOMO energy (alpha / beta): -6.82 / -6.93 eV
⟨S²⟩: 8.86

***

A cluster of 2 separate species, C4H12 in total, computed with ωB97M-V with the def2-TZVPD basis set.

Structure (ORCA input):
```
! wB97M-V def2-TZVPD RIJCOSX def2/J DEFGRID3
* xyz 0 1
C 2.433 0.150 -0.522
C 1.625 -0.876 -1.323
H 1.710 0.765 0.016
H 3.079 -0.299 0.201
H 2.980 0.800 -1.203
H 2.322 -1.610 -1.623
H 1.123 -0.434 -2.172
H 0.970 -1.395 -0.624
C -1.779 0.749 0.292
C -2.270 -0.081 1.477
H -1.934 0.290 -0.672
H -2.195 1.757 0.369
H -0.729 1.006 0.477
H -2.211 0.500 2.396
H -1.789 -1.016 1.525
H -3.334 -0.307 1.387
*
```

Kohn-Sham gap: 12.7 eV
Energy relative to the best compared isomer or geometry (same formula, charge and spin): 0.296 eV
HOMO energy: -11.57 eV
SMILES string: CC.CC

***

Computed max |F|, in the same sequence as the records: 0.0234, 0.1132, 0.0408, 0.0294, 0.0356 hartree/bohr.